No. 1
The following is a quantum chemistry calculation of an isolated molecule of C4H3NOS at a distorted geometry, from the Open Molecules 2025 dataset.

CARTESIAN COORDINATES (ANGSTROEM)
C: 0.46691 1.44979 0.36247
C: 0.75200 1.41794 -0.99968
C: -0.50735 -0.68060 0.38588
C: -0.89786 -1.99241 0.54371
N: -0.11412 0.34213 0.89944
O: -0.77649 -2.54448 1.59367
S: 0.41645 0.04451 -1.94436
H: 0.73012 2.33971 0.85349
H: 1.56758 2.10934 -1.44590
H: -1.63724 -2.48594 -0.24872

Cartesian forces (eV/Å) of the 2 atoms listed first:
C -0.196 -0.710 -1.478
C 1.812 -1.221 -0.990

Lowest unoccupied orbital energy (spin up / spin down), eV: -1.29 / -1.29
Orbital gap (spin up / spin down), Ha: 0.2749 / 0.2750

***

No. 2
The following is a quantum chemistry calculation of an isolated molecule of C5H8N2, from the Open Molecules 2025 dataset.

CARTESIAN COORDINATES (ANGSTROEM)
C: -1.97492 0.06046 0.50569
C: -1.03858 -0.28889 -0.65890
N: 0.36167 -0.04506 -0.35681
C: 1.22823 -0.86579 0.32525
C: 2.38223 -0.14578 0.46686
N: 2.25012 1.09737 -0.09930
C: 1.02895 1.11984 -0.57452
H: -2.89532 0.52374 0.14483
H: -2.25189 -0.82225 1.08816
H: -1.48619 0.76828 1.18088
H: -1.27732 0.30758 -1.54585
H: -1.14313 -1.33972 -0.94861
H: 0.94749 -1.86497 0.62690
H: 3.30777 -0.45650 0.93406
H: 0.56089 1.95170 -1.08865

Cartesian forces (eV/Å) of the 2 atoms listed first:
C -0.007 0.000 0.093
C -0.059 -0.040 -0.145

SMILES string: CCn1ccnc1
Lowest unoccupied orbital energy, eV: 0.92
Orbital gap, Ha: 0.3551

***

No. 3
The following is a quantum chemistry calculation of C24H38Br2N9OPTi as an isolated structure at a distorted geometry, from the Open Molecules 2025 dataset.

CARTESIAN COORDINATES (ANGSTROEM)
Ti: 0.13997 -0.41325 0.15919
C: 2.03618 2.01314 3.98631
N: 2.82104 2.07899 2.75731
C: 4.07678 2.82581 2.74642
C: 2.33089 1.47951 1.65880
N: 1.17127 0.91688 1.56276
N: 3.17404 1.47882 0.55548
C: 2.87869 1.00462 -0.69930
N: 3.82834 1.26185 -1.62240
N: 1.78789 0.35577 -0.96565
H: 2.60014 2.46673 4.79338
H: 1.83069 0.97593 4.26003
H: 1.09247 2.55643 3.89075
H: 4.17281 3.36152 3.68358
H: 4.08973 3.57105 1.94807
H: 4.94564 2.16798 2.65429
H: 0.61614 1.01530 2.40337
H: 4.08822 1.87409 0.69033
H: 4.67436 1.75987 -1.41109
H: 3.71598 0.93083 -2.56322
H: 1.75324 0.08762 -1.94071
Br: -4.26332 1.54381 1.61279
C: -3.23872 0.09848 2.28653
C: -3.71309 -0.52915 3.44586
C: -2.98369 -1.51302 4.05087
Br: -3.66672 -2.31945 5.61951
C: -1.71868 -1.88700 3.54529
C: -0.85145 -2.82057 4.15083
C: 0.39999 -2.99484 3.62681
C: 0.78109 -2.29761 2.47829
N: -0.03523 -1.48979 1.81753
C: -1.26883 -1.24697 2.36895
C: -2.03512 -0.25086 1.69934
O: -1.51416 0.30080 0.59930
H: -4.64935 -0.21090 3.88178
H: -1.17336 -3.36494 5.02742
H: 1.10398 -3.67195 4.08945
H: 1.77241 -2.43082 2.06729
C: -3.98543 1.99760 -3.60266
N: -4.12852 0.65413 -2.88292
C: -3.94841 -0.45628 -3.91769
N: -2.70190 -0.31745 -4.58011
C: -2.60837 0.98432 -5.23376
N: -2.73588 2.07237 -4.26906
C: -1.59531 2.14628 -3.35933
P: -1.34953 0.59739 -2.31063
C: -3.13282 0.52855 -1.77681
C: -1.55080 -0.61088 -3.73110
H: -4.08844 2.78434 -2.85577
H: -4.80534 2.06333 -4.31857
H: -5.06345 0.59335 -2.47512
H: -4.77097 -0.37072 -4.62829
H: -4.01152 -1.40910 -3.39249
H: -3.40612 1.06992 -5.97339
H: -1.64869 1.06519 -5.74077
H: -1.72391 2.99485 -2.68342
H: -0.69378 2.33088 -3.94638
H: -3.29185 1.34114 -1.07562
H: -3.31332 -0.40549 -1.24456
H: -1.64505 -1.61862 -3.32318
H: -0.64923 -0.59180 -4.34640
C: 2.02017 -2.94266 -0.84727
C: 0.52138 -3.22612 -1.09693
C: 0.33132 -3.57542 -2.58327
C: 0.06717 -4.44215 -0.26801
C: -0.34139 -2.02778 -0.75934
H: 2.55892 -3.86231 -0.61607
H: 2.16295 -2.24740 -0.01543
H: 2.48246 -2.50309 -1.73275
H: 0.96676 -4.41804 -2.86461
H: 0.59171 -2.71996 -3.21158
H: -0.70476 -3.85613 -2.78328
H: 0.64018 -5.32935 -0.54559
H: 0.20035 -4.27169 0.80027
H: -0.98856 -4.65341 -0.44605
H: -1.40091 -2.30070 -0.89350

Cartesian forces (eV/Å) of the 2 atoms listed first:
Ti 0.438 0.537 -2.640
C -0.075 0.005 -0.005

Lowest unoccupied orbital energy (spin up / spin down), eV: -4.99 / -5.02
Orbital gap (spin up / spin down), Ha: 0.2492 / 0.2452
Net charge: +2

***

No. 4
The following is a quantum chemistry calculation of C27H18F6N5O3ReS as an isolated structure at a distorted geometry, from the Open Molecules 2025 dataset.

CARTESIAN COORDINATES (ANGSTROEM)
Re: -0.03966 0.14965 0.19847
N: 2.05527 -3.69940 0.80994
C: 1.45424 -2.58527 0.41444
S: 1.18277 -1.36303 1.65471
N: 1.05410 -2.45846 -0.82381
N: 0.42749 -1.34077 -1.14694
C: -0.07474 -1.22899 -2.35299
C: -0.73343 0.00619 -2.66456
C: -1.18330 0.37414 -3.93699
C: -1.66303 1.65672 -4.13204
C: -1.70699 2.53929 -3.05773
C: -1.30218 2.09940 -1.81051
N: -0.83296 0.87170 -1.62310
H: 2.37386 -3.77962 1.76069
H: 2.25644 -4.42542 0.14115
H: 0.06010 -2.02448 -3.07528
H: -1.11826 -0.33117 -4.74946
H: -2.00108 1.96953 -5.10783
H: -2.04830 3.55322 -3.17627
H: -1.35682 2.74576 -0.94299
C: -3.57644 0.16192 6.73425
C: -4.47437 -0.33886 5.60560
C: -5.22842 -1.62319 5.93718
C: -4.24709 -2.76041 6.19154
C: -3.30954 -2.88349 5.02819
C: -2.62137 -4.05493 4.79472
C: -1.84919 -4.20969 3.64622
F: -1.18411 -5.35735 3.46241
C: -1.77601 -3.22284 2.69711
C: -2.41586 -2.00108 2.94182
C: -2.23065 -0.91062 2.00144
O: -1.72479 -1.12646 0.86646
C: -2.63432 0.36942 2.47259
C: -3.36847 0.47948 3.62469
N: -3.67320 -0.56165 4.40100
C: -3.14737 -1.80374 4.13269
C: -2.19001 1.62566 1.74263
O: -2.91295 2.59290 1.67936
O: -0.99670 1.53829 1.27804
H: -4.17293 0.32920 7.62500
H: -3.11117 1.10158 6.45010
H: -2.78728 -0.54541 6.96878
H: -5.19790 0.44568 5.36305
H: -5.87277 -1.88115 5.09279
H: -5.86306 -1.46124 6.80671
H: -4.78416 -3.70195 6.31573
H: -3.69561 -2.57912 7.11655
H: -2.68525 -4.87041 5.49687
H: -1.22853 -3.36189 1.77930
H: -3.73589 1.45079 3.92424
F: 1.53951 1.86348 2.17958
C: 2.08510 2.14662 0.98375
C: 1.64193 1.40580 -0.11235
C: 2.25668 1.70828 -1.32273
F: 1.89133 0.99674 -2.41188
C: 3.21536 2.70404 -1.46771
F: 3.74399 2.97247 -2.66056
C: 3.61047 3.43119 -0.34648
F: 4.51094 4.39981 -0.45867
C: 3.04688 3.14481 0.89681
F: 3.43250 3.82402 1.97590

Cartesian forces (eV/Å) of the 2 atoms listed first:
Re -0.074 -0.440 0.979
N 0.164 -0.228 -0.074

Lowest unoccupied orbital energy (spin up / spin down), eV: -4.00 / -4.76
Orbital gap (spin up / spin down), Ha: 0.2634 / 0.2380
Spin multiplicity: 4
Net charge: +1

***

Energy above the lowest of the compared OMol25 structures with the same formula, charge and spin in kJ/mol, matching the order above: 238.6 20.9 54.6 0.0
Electronic energy in eV, matching the order above: -18565.7794 -8294.7799 -213440.5452 -71150.1965